Below is a cluster of 11 separate species, C77H168BF10N10O12S6 in total, with properties calculated with ωB97M-V/def2-TZVPD.

Calculated values
Total charge ... +4
Expectation value of S² ... 0.761
E ... -7896.35975 hartree
Kohn-Sham gap (spin up / spin down) ... 9.5 / 4.0 eV
Multiplicity ... 2

Geometry as XYZ:
```
284
C77H168BF10N10O12S6 (ωB97M-V/def2-TZVPD)
B 3.606 5.324 -4.231
F 3.089 4.096 -4.634
F 3.641 6.245 -5.292
F 2.977 5.898 -3.202
F 4.792 5.048 -3.673
C 5.610 3.484 0.941
C 6.463 2.273 0.636
C 7.121 2.243 -0.734
C 6.302 2.641 -2.002
N 6.972 2.132 -3.337
C 5.989 2.308 -4.581
C 6.115 0.982 -5.384
C 7.004 0.016 -4.718
C 7.200 0.596 -3.268
C 8.318 2.664 -3.715
C 8.377 4.155 -4.089
C 9.807 4.711 -4.239
H 6.225 4.372 0.798
H 5.277 3.438 1.978
H 4.719 3.682 0.344
H 6.020 1.294 0.819
H 7.278 2.305 1.358
H 7.594 1.270 -0.871
H 7.862 3.042 -0.710
H 6.050 3.701 -2.050
H 5.346 2.119 -1.960
H 6.240 3.210 -5.139
H 5.030 2.374 -4.067
H 6.360 1.157 -6.432
H 5.107 0.592 -5.530
H 7.838 -0.039 -5.418
H 6.775 -1.044 -4.609
H 8.188 0.398 -2.853
H 6.461 0.081 -2.654
H 8.682 2.113 -4.582
H 8.903 2.418 -2.829
H 7.902 4.844 -3.391
H 7.849 4.259 -5.037
H 9.793 5.748 -3.902
H 10.178 4.685 -5.263
H 10.602 4.326 -3.601
C -3.173 -2.352 2.405
C -4.501 -1.995 1.686
C -5.026 -0.534 2.004
C -6.325 -0.130 1.126
N -7.001 1.226 1.515
C -5.974 2.399 1.406
C -6.840 3.633 1.283
C -8.096 3.205 0.514
C -8.065 1.638 0.457
C -7.554 1.132 2.966
C -8.622 0.017 3.174
C -9.061 -0.165 4.613
H -3.396 -2.467 3.466
H -2.467 -1.522 2.441
H -2.554 -3.138 1.973
H -5.205 -2.807 1.870
H -4.382 -2.138 0.612
H -4.295 0.259 1.851
H -5.158 -0.445 3.083
H -7.110 -0.879 1.018
H -6.048 -0.025 0.077
H -5.245 2.394 2.217
H -5.551 2.109 0.444
H -7.253 3.882 2.261
H -6.272 4.438 0.817
H -8.983 3.645 0.968
H -8.125 3.641 -0.485
H -8.969 1.080 0.699
H -7.766 1.341 -0.548
H -7.978 2.126 3.109
H -6.683 1.050 3.617
H -8.349 -0.952 2.755
H -9.531 0.345 2.669
H -8.259 -0.121 5.349
H -9.459 -1.177 4.688
H -9.901 0.441 4.951
C -2.093 -5.864 -0.436
C -2.335 -7.410 -0.484
C -1.163 -8.274 -0.945
C -1.291 -9.784 -0.532
N 0.002 -10.645 -0.757
C 0.390 -10.588 -2.265
C 1.192 -11.913 -2.437
C 0.706 -12.918 -1.370
C -0.245 -12.106 -0.475
C 1.154 -10.042 0.047
C 0.845 -9.712 1.467
C 2.164 -9.608 2.207
H -1.418 -5.565 0.365
H -3.017 -5.286 -0.473
H -1.581 -5.547 -1.344
H -3.280 -7.620 -0.985
H -2.503 -7.627 0.571
H -0.218 -7.901 -0.551
H -1.058 -8.233 -2.029
H -2.001 -10.393 -1.092
H -1.654 -9.868 0.492
H 0.968 -9.698 -2.514
H -0.514 -10.618 -2.872
H 2.210 -11.714 -2.104
H 1.178 -12.294 -3.458
H 1.424 -13.437 -0.735
H 0.147 -13.680 -1.913
H -0.205 -12.297 0.597
H -1.241 -12.299 -0.873
H 1.426 -9.127 -0.480
H 2.006 -10.718 -0.017
H 0.216 -10.409 2.021
H 0.333 -8.753 1.554
H 2.540 -10.568 2.559
H 2.038 -9.036 3.127
H 2.964 -9.101 1.666
C -1.854 -5.139 -4.727
C -0.491 -4.778 -4.067
C 0.530 -4.063 -5.043
C 1.787 -3.582 -4.195
N 2.920 -2.860 -5.092
C 4.238 -2.828 -4.264
C 4.788 -4.272 -4.282
C 4.345 -4.843 -5.614
C 3.428 -3.744 -6.265
C 2.530 -1.422 -5.678
C 2.462 -0.321 -4.539
C 1.906 1.001 -5.120
H -1.604 -5.740 -5.601
H -2.464 -4.308 -5.082
H -2.491 -5.766 -4.102
H -0.085 -5.696 -3.642
H -0.540 -4.151 -3.177
H -0.012 -3.231 -5.494
H 0.849 -4.781 -5.798
H 2.343 -4.441 -3.819
H 1.506 -2.990 -3.324
H 4.870 -2.111 -4.788
H 3.782 -2.530 -3.320
H 5.872 -4.325 -4.176
H 4.289 -4.724 -3.426
H 5.196 -5.061 -6.260
H 3.862 -5.794 -5.388
H 4.031 -3.125 -6.931
H 2.605 -4.060 -6.906
H 1.597 -1.644 -6.195
H 3.284 -1.221 -6.439
H 3.452 -0.188 -4.103
H 1.957 -0.592 -3.612
H 2.487 1.314 -5.987
H 2.061 1.788 -4.381
H 0.848 0.974 -5.377
C -2.673 -2.159 -2.658
C -1.297 -1.484 -2.855
C -0.471 -1.260 -1.663
C -1.006 -0.116 -0.736
N 0.003 0.373 0.304
C 0.365 -0.778 1.281
C 0.705 -0.029 2.541
C -0.411 0.949 2.694
C -0.791 1.345 1.241
C 1.274 1.136 -0.333
C 0.871 2.308 -1.205
C 2.058 3.188 -1.522
H -2.619 -3.125 -2.156
H -3.224 -2.240 -3.595
H -3.318 -1.521 -2.054
H -1.539 -0.485 -3.218
H -0.692 -1.888 -3.666
H 0.540 -1.037 -2.004
H -0.291 -2.165 -1.082
H -1.844 -0.550 -0.190
H -1.353 0.769 -1.270
H 1.148 -1.322 0.753
H -0.520 -1.393 1.445
H 1.650 0.511 2.478
H 0.679 -0.752 3.356
H -0.090 1.735 3.378
H -1.305 0.570 3.187
H -0.560 2.401 1.101
H -1.870 1.282 1.102
H 1.936 0.392 -0.777
H 1.980 1.528 0.399
H 0.062 2.911 -0.792
H 0.505 2.003 -2.186
H 1.895 3.793 -2.414
H 2.828 2.542 -1.945
H 2.617 3.731 -0.760
C 0.477 3.296 9.442
C -1.019 3.192 9.553
C -1.613 1.754 9.284
C -3.164 1.749 9.000
N -3.902 0.360 9.026
C -4.163 -0.225 10.386
C -5.456 -1.100 10.325
C -6.252 -0.406 9.223
C -5.329 0.647 8.544
C -3.038 -0.624 8.139
C -2.825 -0.210 6.667
C -2.373 -1.358 5.841
H 0.830 3.382 8.414
H 1.062 2.524 9.943
H 0.693 4.320 9.746
H -1.426 3.898 8.830
H -1.372 3.471 10.546
H -1.406 1.079 10.115
H -1.238 1.292 8.371
H -3.390 2.039 7.974
H -3.710 2.452 9.629
H -3.244 -0.539 10.882
H -4.386 0.681 10.950
H -5.358 -2.169 10.136
H -6.012 -0.992 11.257
H -6.687 -1.161 8.569
H -7.137 0.127 9.571
H -5.390 0.655 7.455
H -5.534 1.641 8.940
H -3.496 -1.612 8.114
H -2.075 -0.742 8.636
H -2.125 0.617 6.548
H -3.709 0.133 6.129
H -3.220 -2.041 5.780
H -1.536 -1.869 6.316
H -1.884 -1.016 4.929
C -2.359 8.491 0.770
C -1.091 8.117 0.009
C -1.362 8.164 -1.493
C -0.099 8.129 -2.319
N -0.173 8.284 -3.886
C 1.292 8.435 -4.469
C 1.379 9.903 -4.808
C -0.028 10.316 -5.235
C -0.862 9.651 -4.265
C -0.875 7.037 -4.492
C -0.474 5.638 -3.983
C -1.111 4.395 -4.721
H -2.131 8.539 1.835
H -3.239 7.872 0.598
H -2.781 9.458 0.496
H -0.737 7.122 0.278
H -0.289 8.809 0.263
H -2.017 8.982 -1.790
H -1.979 7.279 -1.648
H 0.587 7.327 -2.049
H 0.486 9.012 -2.061
H 1.391 7.859 -5.390
H 2.075 8.175 -3.758
H 2.180 10.045 -5.533
H 1.704 10.474 -3.939
H -0.199 9.925 -6.238
H -0.076 11.402 -5.313
H -1.857 9.381 -4.620
H -0.926 10.247 -3.355
H -0.816 7.139 -5.576
H -1.889 7.267 -4.164
H -0.672 5.583 -2.912
H 0.609 5.521 -3.965
H -0.922 3.504 -4.121
H -0.629 4.267 -5.690
H -2.187 4.509 -4.858
N 2.781 -0.866 6.979
S 1.886 0.103 6.248
O 2.029 1.497 6.745
O 0.599 -0.462 5.809
F 2.750 0.162 4.879
S 2.099 -0.807 8.516
O 0.729 -0.401 8.772
O 3.034 -0.445 9.589
F 1.876 -2.400 8.622
N 3.475 -1.933 -0.718
S 4.771 -1.214 0.089
O 6.076 -1.142 -0.559
O 4.718 -1.410 1.542
F 4.265 0.275 -0.216
S 3.997 -3.318 -0.562
O 3.856 -3.988 0.745
O 5.012 -3.690 -1.535
F 2.672 -3.914 -1.283
N -3.064 2.582 -0.584
S -3.047 4.255 -0.830
O -4.132 4.998 -0.175
O -2.699 4.804 -2.131
F -1.709 4.532 0.069
S -3.719 2.259 -1.803
O -2.801 2.090 -2.956
O -5.042 2.626 -2.128
F -4.027 0.736 -1.356
```

Results of the Löwdin charge analysis, in e, for atoms 1 through 8: -1.4603 0.1098 0.1110 0.1603 0.1634 -0.0891 -0.2516 -0.1706

***

Below is the molecule C2H4N2O2S, with properties calculated with ωB97M-V/def2-TZVPD.

Calculated values
Total charge ... 0
E ... -736.65511 hartree
Structure (SMILES) ... ONC1=NOCS1
Kohn-Sham gap ... 9.3 eV
ΔE to the lowest compared entry with this formula, charge and spin ... 4.076 eV

Geometry as XYZ:
```
11
C2H4N2O2S (ωB97M-V/def2-TZVPD)
O 2.605 0.219 0.142
N 1.653 -0.753 -0.195
C 0.356 -0.273 -0.076
N 0.154 1.012 -0.103
O -1.215 1.289 -0.257
C -2.021 0.215 0.173
S -1.064 -1.324 -0.139
H 2.911 0.530 -0.701
H 1.866 -1.606 0.330
H -3.016 0.360 -0.401
H -2.229 0.331 1.226
```

Results of the natural (NBO) charge analysis, in e, for atoms 1 through 8: -0.5329 -0.3277 0.1655 -0.1780 -0.3760 -0.2012 0.1979 0.4750

***

Below is a structure of composition C26H21N3O4Sn, with properties calculated with ωB97M-V/def2-TZVPD.

Calculated values
Total charge ... 0
E ... -1682.81040 hartree
Kohn-Sham gap ... 7.2 eV

Geometry as XYZ:
```
55
C26H21N3O4Sn (ωB97M-V/def2-TZVPD)
Sn 0.192 0.543 -0.432
O 1.814 3.533 -2.382
C 1.605 2.367 -2.057
N 1.746 1.700 -0.915
C 2.263 2.371 0.110
O 2.628 3.535 0.252
C 2.378 1.436 1.237
C 2.893 1.809 2.471
C 2.958 0.837 3.464
C 2.510 -0.451 3.181
C 2.013 -0.716 1.911
N 1.936 0.198 0.927
C 1.092 1.418 -3.051
C 0.837 1.768 -4.368
C 0.357 0.777 -5.217
C 0.156 -0.506 -4.714
C 0.445 -0.747 -3.376
N 0.911 0.187 -2.527
H 3.228 2.826 2.632
H 3.354 1.085 4.443
H 2.546 -1.232 3.930
H 1.652 -1.703 1.641
H 1.015 2.783 -4.703
H 0.145 1.005 -6.256
H -0.217 -1.302 -5.346
H 0.305 -1.729 -2.936
C -3.765 -1.153 -0.283
C -2.259 -1.164 -0.330
O -1.635 -0.105 -0.365
C -1.545 -2.485 -0.334
C -2.267 -3.696 -0.294
C -1.597 -4.916 -0.298
C -0.211 -4.927 -0.342
C 0.495 -3.718 -0.381
C -0.130 -2.454 -0.380
O 0.540 -1.369 -0.416
H -4.117 -0.116 -0.286
H -4.120 -1.624 0.637
H -4.177 -1.650 -1.165
H -3.349 -3.704 -0.260
H -2.150 -5.848 -0.267
H 0.337 -5.863 -0.346
H 1.584 -3.748 -0.415
C -1.447 2.823 3.572
C -0.641 3.492 2.650
C -0.182 2.826 1.514
C -0.529 1.494 1.299
C -1.334 0.825 2.219
C -1.794 1.489 3.357
H -1.804 3.341 4.458
H -0.370 4.531 2.818
H 0.445 3.338 0.791
H -1.600 -0.213 2.044
H -2.422 0.967 4.074
H -0.720 1.832 -1.189
```

Results of the natural (NBO) charge analysis, in e, for atoms 1 through 8: 1.9679 -0.5349 0.6525 -0.8190 0.6366 -0.5627 0.1447 -0.1973